{"formula": "C18H34F6O10V", "method": "ωB97M-V with the def2-TZVPD basis set", "gap_ev": [4.134, 7.345], "e_tot_ev": -81683.47619, "largest_force_ev_per_a": 5.48, "total_charge": -1, "s_squared": 2.015, "spin_multiplicity": 3, "symbols": ["O", "V", "C", "O", "O", "C", "F", "F", "F", "C", "C", "H", "H", "H", "H", "H", "H", "C", "O", "O", "C", "F", "F", "F", "C", "C", "H", "H", "H", "H", "H", "H", "C", "O", "C", "C", "O", "C", "C", "O", "C", "H", "H", "H", "H", "H", "H", "H", "H", "H", "H", "H", "H", "H", "H", "O", "C", "O", "C", "C", "C", "H", "H", "H", "H", "H", "H", "H", "H"], "positions_angstrom": [[-0.292, -0.437, 0.433], [0.180, -1.373, -0.718], [2.357, 1.208, -1.311], [1.093, 1.747, -0.985], [2.072, -0.171, -1.054], [2.814, 1.728, -2.806], [3.420, 2.851, -2.658], [3.690, 0.831, -3.370], [1.727, 1.892, -3.625], [1.078, 3.087, -0.488], [-0.373, 3.459, -0.088], [-1.012, 3.489, -0.970], [-0.767, 2.775, 0.664], [-0.410, 4.404, 0.456], [1.512, 3.806, -1.183], [1.643, 3.076, 0.444], [3.135, 1.573, -0.640], [-3.033, -2.638, -0.423], [-3.186, -1.266, 0.051], [-1.667, -2.643, -0.760], [-3.643, -3.759, 0.581], [-3.569, -4.982, 0.063], [-3.027, -3.884, 1.743], [-4.934, -3.626, 0.829], [-4.515, -0.786, 0.062], [-4.358, 0.714, 0.329], [-3.586, 0.815, 1.092], [-3.955, 1.172, -0.575], [-5.251, 1.231, 0.678], [-5.150, -1.135, 0.876], [-5.109, -0.911, -0.843], [-3.660, -2.695, -1.313], [1.005, -2.932, 1.985], [1.375, -2.690, 0.587], [1.858, -3.873, -0.071], [2.057, -3.673, -1.601], [0.924, -2.927, -2.065], [1.108, -2.486, -3.403], [-0.085, -1.628, -3.817], [-0.408, -0.749, -2.704], [-1.286, 0.380, -2.980], [0.752, -1.989, 2.469], [1.749, -3.488, 2.554], [0.109, -3.546, 2.068], [1.140, -4.673, 0.108], [2.760, -4.151, 0.473], [2.058, -4.660, -2.064], [3.012, -3.187, -1.800], [1.211, -3.316, -4.103], [2.061, -1.957, -3.393], [-0.928, -2.174, -4.240], [0.340, -0.958, -4.564], [-2.323, 0.111, -3.184], [-0.845, 1.004, -3.757], [-1.227, 0.946, -2.050], [2.643, 1.884, 4.428], [1.843, 2.033, 3.498], [0.917, 2.913, 3.413], [0.678, 3.832, 4.476], [1.304, 5.208, 4.203], [1.945, 1.024, 2.345], [0.941, 3.364, 5.424], [-0.406, 3.947, 4.469], [1.286, 5.478, 3.148], [2.338, 5.163, 4.543], [0.885, 5.969, 4.861], [2.741, 1.300, 1.654], [0.961, 0.898, 1.893], [2.286, 0.054, 2.704]], "mulliken_charge": [-0.8769, 1.4353, -0.2394, 0.1436, -0.6792, 0.5741, -0.2526, -0.2956, -0.2450, -0.2376, -1.2468, 0.3411, 0.1650, 0.4419, 0.2823, 0.1790, 0.2072, -0.3598, 0.0276, -0.6198, 0.7093, -0.3083, -0.2755, -0.2836, -0.3610, -1.1154, 0.2792, 0.1872, 0.4055, 0.2464, 0.3352, 0.1317, -0.8622, -0.1225, -0.6977, -0.7265, -0.0445, -0.7666, -0.5883, 0.4419, -0.8039, 0.1953, 0.3541, 0.2738, 0.4273, 0.3588, 0.3573, 0.4411, 0.3489, 0.4042, 0.3602, 0.3888, 0.2791, 0.3431, -0.0508, -0.6681, 0.4217, -0.2352, -0.3061, -1.0768, -0.1568, 0.3514, 0.2935, 0.2487, 0.2966, 0.3935, 0.0536, -0.0580, 0.4354]}

=====

{"formula": "C18H34N3O3P", "method": "ωB97M-V with the def2-TZVPD basis set", "gap_ev": 1.172, "e_tot_ev": -39114.52744, "largest_force_ev_per_a": 2.94, "total_charge": -2, "spin_multiplicity": 1, "symbols": ["C", "C", "C", "C", "C", "C", "C", "C", "C", "C", "N", "C", "C", "N", "C", "C", "C", "C", "P", "N", "O", "H", "H", "H", "H", "H", "H", "H", "H", "H", "H", "H", "H", "H", "H", "H", "H", "H", "H", "H", "H", "H", "H", "H", "H", "H", "H", "H", "H", "H", "H", "O", "C", "C", "O", "H", "H", "H", "H"], "positions_angstrom": [[1.097, 4.089, 2.956], [1.587, 3.011, 3.920], [0.628, 1.844, 4.138], [-0.803, 2.207, 4.565], [-1.911, 1.779, 3.588], [-2.295, 2.798, 2.509], [-1.671, 2.633, 1.127], [-1.692, 1.201, 0.564], [-0.319, 0.506, 0.607], [-0.347, -0.670, 1.471], [-0.565, -1.441, 2.322], [0.262, 0.147, -0.792], [1.545, -0.488, -0.575], [2.571, -1.020, -0.438], [-0.663, -0.717, -1.670], [-0.555, -2.238, -1.491], [0.308, -2.867, -2.608], [-1.971, -2.865, -1.575], [0.530, 1.737, -1.736], [1.489, 2.666, -0.646], [1.576, 1.251, -2.881], [1.320, 3.809, 1.935], [1.628, 5.018, 3.127], [0.040, 4.290, 3.060], [2.492, 2.598, 3.486], [1.885, 3.482, 4.852], [1.063, 1.233, 4.920], [0.636, 1.224, 3.252], [-0.909, 3.257, 4.823], [-1.000, 1.649, 5.474], [-2.798, 1.634, 4.197], [-1.664, 0.803, 3.189], [-2.092, 3.788, 2.902], [-3.372, 2.756, 2.371], [-2.256, 3.241, 0.444], [-0.660, 3.017, 1.069], [-2.396, 0.597, 1.121], [-2.049, 1.241, -0.453], [0.391, 1.189, 1.060], [-0.393, -0.515, -2.704], [-1.678, -0.362, -1.547], [-0.123, -2.522, -0.536], [0.049, -3.911, -2.681], [0.141, -2.400, -3.567], [1.348, -2.775, -2.332], [-2.035, -3.674, -0.860], [-2.114, -3.252, -2.574], [-2.759, -2.158, -1.325], [2.469, 2.700, -0.892], [1.106, 3.597, -0.632], [2.156, 0.535, -2.576], [0.501, -3.966, -5.279], [0.849, -5.280, -5.433], [2.345, -5.637, -5.060], [2.695, -6.942, -5.221], [0.726, -5.683, -6.474], [0.240, -6.001, -4.817], [2.462, -5.242, -4.009], [2.954, -4.905, -5.662]], "mulliken_charge": [-0.5143, -0.9410, 0.0353, -1.1120, -0.4471, -1.2620, -0.1447, -1.3962, 0.3705, -0.5845, -0.7617, 2.0359, -0.2107, -0.6368, -1.7836, 1.3972, -2.0172, -1.7855, -0.2210, -0.4971, -0.4651, -0.1242, 0.4355, 0.1466, 0.4099, 0.3773, 0.4099, -0.1535, 0.4984, 0.4020, 0.3696, 0.3305, 0.5806, 0.3806, 0.3879, -0.2972, 0.7455, 0.4731, 0.8837, 0.7653, 0.2849, 0.2437, 0.4722, 0.4030, 0.3772, 0.3588, 0.4508, 0.4243, 0.2619, 0.2366, 0.3627, -0.8657, -0.5908, -0.0630, -0.9625, 0.3174, 0.1566, -0.0574, 0.1096]}

=====

{"formula": "C18H34O2", "method": "ωB97M-V with the def2-TZVPD basis set", "gap_ev": 9.848, "e_tot_ev": -23313.51788, "largest_force_ev_per_a": 0.68, "spin_multiplicity": 1, "relative_energy_kj_mol": 13.7, "symbols": ["C", "C", "C", "C", "C", "C", "C", "C", "C", "C", "C", "C", "C", "C", "C", "C", "C", "C", "O", "O", "H", "H", "H", "H", "H", "H", "H", "H", "H", "H", "H", "H", "H", "H", "H", "H", "H", "H", "H", "H", "H", "H", "H", "H", "H", "H", "H", "H", "H", "H", "H", "H", "H", "H"], "positions_angstrom": [[2.168, 3.150, 2.124], [3.078, 1.937, 2.278], [3.636, 1.427, 0.950], [2.566, 0.867, 0.015], [3.187, 0.190, -1.205], [2.157, -0.261, -2.242], [1.195, -1.322, -1.709], [0.390, -2.003, -2.824], [-0.455, -1.031, -3.591], [-1.750, -0.804, -3.438], [-2.687, -1.456, -2.469], [-3.517, -0.411, -1.715], [-2.662, 0.510, -0.844], [-2.152, -0.171, 0.424], [-1.307, 0.778, 1.268], [-0.653, 0.108, 2.475], [-1.661, -0.373, 3.522], [-2.395, -1.632, 3.142], [-3.573, -1.822, 3.292], [-1.580, -2.579, 2.655], [2.689, 3.950, 1.603], [1.863, 3.520, 3.100], [1.272, 2.899, 1.562], [2.528, 1.129, 2.768], [3.915, 2.205, 2.927], [4.168, 2.238, 0.447], [4.363, 0.638, 1.160], [1.912, 1.673, -0.323], [1.959, 0.145, 0.565], [3.877, 0.891, -1.682], [3.771, -0.674, -0.879], [1.588, 0.605, -2.585], [2.693, -0.670, -3.103], [0.501, -0.864, -1.003], [1.766, -2.087, -1.175], [1.086, -2.485, -3.516], [-0.232, -2.784, -2.383], [0.082, -0.464, -4.341], [-2.226, -0.069, -4.076], [-3.372, -2.102, -3.027], [-2.146, -2.079, -1.759], [-4.256, -0.916, -1.089], [-4.059, 0.195, -2.445], [-3.257, 1.381, -0.556], [-1.813, 0.867, -1.433], [-3.009, -0.518, 1.005], [-1.550, -1.043, 0.159], [-1.928, 1.610, 1.609], [-0.517, 1.195, 0.638], [0.013, 0.831, 2.952], [-0.051, -0.740, 2.146], [-2.400, 0.401, 3.736], [-1.128, -0.602, 4.449], [-2.087, -3.379, 2.448]], "mulliken_charge": [-1.1468, -0.2685, -0.9834, 0.4452, -1.1276, -0.6687, 0.4936, -1.1682, -0.2255, -0.4745, -0.5609, -1.1434, -0.7449, -0.6509, -0.4012, -0.4287, -0.6220, 0.3880, -0.6028, -0.4299, 0.4061, 0.3540, 0.1792, 0.1996, 0.3462, 0.3524, 0.3631, 0.2923, -0.1541, 0.4048, 0.3695, 0.3323, 0.3296, -0.6600, 0.4412, 0.4955, 0.4087, 0.3961, 0.3638, 0.3110, 0.2836, 0.4677, 0.4061, 0.4918, 0.2687, 0.4857, 0.3712, 0.4146, 0.0730, 0.1516, 0.3279, 0.2954, 0.3966, 0.3556]}

=====

{"formula": "C18H35As2InNS2", "method": "ωB97M-V with the def2-TZVPD basis set", "gap_ev": [6.055, 6.054], "e_tot_ev": -169213.04985, "largest_force_ev_per_a": 3.83, "total_charge": 3, "spin_multiplicity": 1, "symbols": ["In", "S", "S", "C", "C", "C", "N", "C", "C", "H", "H", "H", "H", "H", "H", "H", "H", "C", "H", "H", "H", "H", "H", "H", "H", "C", "C", "H", "H", "H", "H", "C", "As", "C", "C", "C", "C", "C", "C", "C", "As", "C", "C", "H", "H", "H", "H", "H", "H", "H", "H", "H", "H", "H", "H", "H", "H", "H", "H"], "positions_angstrom": [[1.020, -0.016, -0.507], [-0.581, 2.220, -0.519], [-0.395, -2.278, -0.359], [-2.396, 2.151, -0.361], [-0.447, 2.347, -2.329], [-0.947, 1.114, -3.089], [-0.083, -0.066, -2.759], [-0.767, -1.357, -3.007], [-0.110, -2.442, -2.158], [0.609, 2.570, -2.543], [-1.052, 3.227, -2.596], [-0.914, 1.293, -4.186], [-1.997, 0.888, -2.817], [-0.706, -1.605, -4.087], [-1.834, -1.260, -2.750], [0.985, -2.460, -2.295], [-0.510, -3.427, -2.430], [-2.214, -2.136, -0.197], [0.765, -0.022, -3.345], [-2.638, -1.170, -0.515], [-2.454, -2.297, 0.867], [-2.647, -2.958, -0.787], [-2.655, 2.356, 0.690], [-2.820, 1.191, -0.687], [-2.770, 2.972, -0.994], [3.731, -0.537, -1.206], [4.035, -0.602, 0.125], [3.556, 0.411, -1.718], [3.941, -1.403, -1.839], [4.570, 0.250, 0.644], [4.086, -1.575, 0.639], [2.863, 2.496, -0.113], [2.601, 0.946, 1.344], [2.063, 2.434, 2.506], [2.073, -0.486, 2.931], [3.062, -1.059, 3.731], [2.710, -1.543, 5.002], [1.372, -1.563, 5.417], [0.375, -1.129, 4.529], [0.720, -0.570, 3.285], [-0.749, 0.217, 2.225], [-2.185, -0.907, 2.954], [-1.157, 1.750, 3.380], [3.934, 2.691, -0.015], [2.281, 3.402, 0.130], [2.593, 2.121, -1.114], [1.345, 2.119, 3.267], [3.048, 2.658, 2.951], [1.674, 3.292, 1.939], [4.099, -1.141, 3.385], [3.480, -1.915, 5.674], [1.067, -1.930, 6.406], [-0.677, -1.222, 4.805], [-2.364, -0.618, 3.996], [-3.061, -0.670, 2.335], [-1.898, -1.964, 2.880], [-0.542, 2.604, 3.080], [-2.226, 1.936, 3.202], [-0.979, 1.448, 4.425]], "mulliken_charge": [0.8347, 0.4234, 0.1752, -0.9948, -1.0068, -0.6148, -0.2421, -0.6159, -0.8960, 0.3025, 0.6334, 0.3780, 0.3499, 0.3905, 0.3862, 0.3639, 0.6176, -0.7519, 0.3868, 0.0847, 0.2693, 0.4971, 0.3677, 0.1266, 0.5007, -0.8673, -0.5359, 0.4737, 0.3782, 0.5105, 0.3453, -0.9594, 0.1968, -1.1066, -0.0142, -0.4488, -0.7612, -0.8095, -0.7386, 0.6885, 0.9350, -1.8566, -1.4562, 0.4462, 0.4577, 0.2554, 0.4317, 0.4525, 0.3738, 0.4391, 0.4379, 0.4449, 0.2703, 0.5705, 0.4543, 0.5356, 0.3790, 0.5801, 0.5316]}